Entry 1:
# C4H8O

A single C4H8O molecule in a non-equilibrium geometry (wB97M-V/def2-TZVPD, the OMol25 dataset).

```
13
Properties=species:S:1:pos:R:3:nbo_charge:R:1
C -1.466 -0.119 -0.411 -0.601
C -0.425 -0.826 0.479 -0.501
C 0.929 -0.504 0.004 0.582
C 1.296 0.950 0.018 -0.735
O 1.690 -1.369 -0.354 -0.532
H -1.326 0.920 -0.161 0.203
H -2.505 -0.384 -0.200 0.221
H -1.225 -0.315 -1.485 0.211
H -0.591 -1.932 0.487 0.227
H -0.533 -0.479 1.546 0.218
H 2.377 1.052 0.121 0.243
H 0.961 1.533 -0.906 0.244
H 0.818 1.473 0.863 0.220
```

Computed properties:
2S+1	1
strongest force on any atom	0.049	Eh/bohr
HOMO-LUMO gap	10.570	eV
SMILES string	CCC(C)=O
total energy	-6324.9401	eV



Entry 2:
# C4H8O

A molecular structure, C4H8O in a non-equilibrium geometry (wB97M-V/def2-TZVPD, the OMol25 dataset).

```
13
Properties=species:S:1:pos:R:3:nbo_charge:R:1
C -0.139 0.774 1.529 -0.626
C -0.456 0.003 0.297 0.102
C 0.295 0.299 -0.977 -0.441
C 0.233 -1.261 -1.053 -0.096
O 0.024 -1.362 0.355 -0.532
H -0.731 0.402 2.364 0.218
H 0.926 0.665 1.761 0.215
H -0.366 1.827 1.343 0.214
H -1.523 -0.003 0.038 0.163
H -0.139 0.852 -1.808 0.208
H 1.318 0.689 -0.782 0.192
H 1.208 -1.256 -1.475 0.204
H -0.650 -1.628 -1.591 0.177
```

Computed properties:
2S+1	1
strongest force on any atom	0.059	Eh/bohr
HOMO-LUMO gap	10.983	eV
total energy	-6323.1403	eV



Entry 3:
# C4H8O

A molecular structure, C4H8O (wB97M-V/def2-TZVPD, the OMol25 dataset).

```
13
Properties=species:S:1:pos:R:3:nbo_charge:R:1
C -0.114 0.131 1.925 -0.256
O -0.894 -0.222 0.775 -0.468
C -0.285 -0.250 -0.387 0.400
C -0.592 -0.123 -1.744 -0.579
C 0.587 0.648 -1.165 -0.471
H 0.441 1.058 1.748 0.188
H 0.571 -0.683 2.176 0.196
H -0.831 0.282 2.734 0.204
H 0.519 -1.744 -0.374 -0.157
H 0.024 -1.392 -1.208 0.295
H -1.513 0.238 -2.175 0.230
H 1.609 0.358 -1.418 0.206
H 0.476 1.698 -0.887 0.211
```

Computed properties:
2S+1	1
strongest force on any atom	0.009	Eh/bohr
HOMO-LUMO gap	8.482	eV
total energy	-6318.1647	eV



Entry 4:
# C4H8O

A single C4H8O molecule in a non-equilibrium geometry (wB97M-V/def2-TZVPD, the OMol25 dataset).

```
13
Properties=species:S:1:pos:R:3:nbo_charge:R:1
C -1.290 -0.822 -0.047 -0.630
C -0.149 0.127 -0.334 0.141
C 1.240 -0.450 0.070 -0.615
C -0.053 1.451 0.289 -0.093
O 0.014 0.737 -1.527 -0.489
H -1.272 -1.083 1.019 0.214
H -2.260 -0.380 -0.285 0.223
H -1.162 -1.736 -0.634 0.217
H 1.282 -0.679 1.138 0.198
H 2.037 0.267 -0.177 0.225
H 1.390 -1.338 -0.539 0.221
H -0.385 2.377 -0.141 0.211
H 0.606 1.530 1.167 0.177
```

Computed properties:
2S+1	1
strongest force on any atom	0.020	Eh/bohr
HOMO-LUMO gap (spin up / spin down)	9.365 / 8.833	eV
total energy	-6321.3564	eV